No. 1
This record from the Open Molecules 2025 dataset describes C22H27GeN5O7Se4V as an isolated structure. The level of theory is ωB97M-V/def2-TZVPD.

CARTESIAN COORDINATES (ANGSTROEM)
V: 1.59 -0.11 -0.69
Se: 1.06 2.09 0.48
Se: 2.86 2.59 1.94
Se: 4.48 2.00 0.40
Se: 3.98 -0.25 0.11
O: 1.07 -5.95 0.98
C: 1.10 -4.81 0.62
C: 1.53 -4.30 -0.78
O: 1.83 -5.00 -1.73
C: 1.50 -2.85 -0.66
C: 1.08 -2.44 0.58
O: 1.03 -1.15 0.84
C: 0.75 -3.56 1.46
O: 0.30 -3.56 2.59
O: 1.82 -1.96 -1.55
C: -5.35 0.92 2.48
C: -4.13 0.53 1.65
C: -3.05 -0.15 2.48
C: -1.67 -0.22 1.80
Ge: -0.81 1.51 1.95
C: -0.27 1.83 3.79
C: -1.24 2.65 4.65
C: -1.50 4.07 4.16
C: -2.25 4.89 5.19
H: -6.11 1.40 1.87
H: -5.07 1.60 3.28
H: -5.80 0.04 2.94
H: -3.73 1.42 1.15
H: -4.43 -0.15 0.84
H: -3.36 -1.18 2.69
H: -2.98 0.32 3.47
H: -1.76 -0.53 0.77
H: -1.02 -0.94 2.30
H: -1.76 2.60 1.44
H: 0.72 2.31 3.79
H: -0.12 0.84 4.21
H: -0.82 2.71 5.66
H: -2.19 2.12 4.76
H: -2.06 4.05 3.22
H: -0.54 4.55 3.92
H: -3.20 4.42 5.45
H: -2.47 5.89 4.82
H: -1.67 5.00 6.11
N: -3.87 -1.70 -3.28
C: -3.20 -0.96 -2.70
N: -2.55 -0.05 -2.01
C: -1.32 0.01 -1.78
N: -0.21 0.26 -1.50
O: 2.58 -4.82 -4.89
C: 3.69 -3.97 -4.89
N: 3.34 -2.63 -4.47
C: 3.55 -1.53 -5.22
O: 4.09 -1.52 -6.32
C: 3.03 -0.27 -4.59
C: 2.39 0.70 -5.34
C: 1.77 1.75 -4.68
C: 1.74 1.74 -3.29
N: 2.38 0.82 -2.57
C: 3.08 -0.11 -3.22
H: 2.34 -5.01 -3.96
H: 4.06 -3.89 -5.92
H: 4.49 -4.36 -4.25
H: 2.81 -2.54 -3.60
H: 2.36 0.61 -6.42
H: 1.26 2.53 -5.22
H: 1.16 2.47 -2.74
H: 3.66 -0.78 -2.59

The LUMO energy (spin up / spin down) is 1.4 / 1.5 eV. The HOMO-LUMO gap (spin up / spin down) is 7.1 / 7.3 eV. Its charge is -1. For the energy above the lowest of the compared OMol25 structures with the same formula, charge and spin, the calculation gives 19.75 kJ/mol. Its spin multiplicity is 3. The expectation value of S² is 2.02.

=====

No. 2
This record from the Open Molecules 2025 dataset describes C22H27IN3O9Ru as an isolated structure. The level of theory is ωB97M-V/def2-TZVPD.

CARTESIAN COORDINATES (ANGSTROEM)
Ru: -0.70 0.33 -0.90
O: 0.80 -2.80 -1.16
C: -0.07 -3.37 -2.11
C: -1.48 -2.81 -2.12
N: -1.63 -1.44 -2.59
C: -0.93 -1.17 -3.84
C: 0.56 -0.87 -3.63
O: 1.33 -1.08 -4.57
O: 0.88 -0.42 -2.48
C: -3.05 -1.10 -2.66
C: -3.21 0.41 -2.83
O: -3.52 0.87 -3.96
O: -2.94 1.10 -1.82
H: 1.03 -1.89 -1.47
H: -0.16 -4.43 -1.84
H: 0.37 -3.33 -3.12
H: -1.90 -2.85 -1.11
H: -2.07 -3.49 -2.77
H: -1.37 -0.29 -4.30
H: -1.03 -2.00 -4.56
H: -3.50 -1.39 -1.71
H: -3.55 -1.64 -3.49
I: 2.04 5.01 -4.47
C: 0.62 3.74 -3.71
C: -0.63 3.49 -4.24
N: -1.23 2.62 -3.41
N: -0.44 2.29 -2.38
C: 0.69 2.96 -2.54
H: -1.12 3.86 -5.12
H: -2.16 2.20 -3.50
H: 1.48 2.85 -1.82
C: -0.52 -2.23 1.84
C: -1.75 -1.32 1.93
C: -2.97 -2.18 2.30
C: -1.52 -0.31 3.07
C: -1.98 -0.57 0.65
H: -0.30 -2.70 2.80
H: 0.35 -1.65 1.52
H: -0.66 -3.00 1.09
H: -2.81 -2.74 3.23
H: -3.18 -2.90 1.50
H: -3.85 -1.55 2.42
H: -1.40 -0.81 4.04
H: -2.36 0.38 3.14
H: -0.62 0.29 2.88
H: -2.97 -0.08 0.67
O: 0.37 2.07 0.64
C: 1.23 1.21 0.96
O: 1.41 0.11 0.40
C: 2.13 1.53 2.15
C: 1.95 2.72 2.85
C: 2.74 3.03 3.97
C: 3.68 2.10 4.34
O: 4.59 2.17 5.38
C: 5.24 0.90 5.39
O: 4.90 0.20 4.21
C: 3.86 0.93 3.64
C: 3.10 0.60 2.54
H: 1.18 3.39 2.51
H: 2.60 3.95 4.53
H: 4.91 0.34 6.27
H: 6.32 1.06 5.41
H: 3.21 -0.32 1.98

The LUMO energy (spin up / spin down) is 3.7 / 3.7 eV. The HOMO-LUMO gap (spin up / spin down) is 4.0 / 5.3 eV. Its charge is -2. For the energy above the lowest of the compared OMol25 structures with the same formula, charge and spin, the calculation gives 102.48 kJ/mol. Its spin multiplicity is 6. The expectation value of S² is 8.76.

=====

No. 3
This record from the Open Molecules 2025 dataset describes one molecule with the formula C22H27N3O2. The level of theory is ωB97M-V/def2-TZVPD.

CARTESIAN COORDINATES (ANGSTROEM)
C: -2.29 -3.91 4.74
O: -1.66 -2.90 4.00
C: -1.17 -1.80 4.67
C: -1.30 -1.62 6.04
C: -0.73 -0.53 6.67
C: -0.02 0.39 5.94
C: 0.10 0.23 4.57
C: -0.47 -0.85 3.90
N: -0.31 -1.02 2.54
C: -1.36 -1.54 1.69
C: -1.49 -0.70 0.42
N: -0.28 -0.80 -0.38
C: -0.20 0.24 -1.40
C: 0.63 -0.27 -2.59
O: 0.10 -1.50 -3.03
C: 0.64 0.76 -3.68
C: -0.20 0.88 -4.76
C: -1.33 0.04 -5.21
N: 0.16 2.00 -5.47
C: 1.22 2.62 -4.87
C: 1.91 3.77 -5.21
C: 2.95 4.16 -4.39
C: 3.29 3.42 -3.26
C: 2.60 2.28 -2.91
C: 1.55 1.86 -3.72
C: 0.91 -0.91 0.45
C: 0.72 -0.28 1.83
H: -2.55 -4.68 4.02
H: -3.20 -3.55 5.23
H: -1.63 -4.34 5.50
H: -1.84 -2.35 6.63
H: -0.85 -0.41 7.74
H: 0.44 1.24 6.42
H: 0.65 0.98 4.01
H: -1.16 -2.58 1.42
H: -2.31 -1.51 2.23
H: -1.71 0.34 0.71
H: -2.33 -1.07 -0.17
H: -1.21 0.44 -1.76
H: 0.22 1.18 -1.02
H: 1.67 -0.43 -2.26
H: -0.16 -1.98 -2.22
H: -1.31 -0.90 -4.68
H: -2.28 0.54 -5.01
H: -1.27 -0.15 -6.28
H: -0.29 2.30 -6.32
H: 1.64 4.34 -6.09
H: 3.51 5.05 -4.63
H: 4.11 3.76 -2.64
H: 2.88 1.72 -2.03
H: 1.75 -0.44 -0.05
H: 1.14 -1.98 0.58
H: 1.65 -0.35 2.40
H: 0.47 0.78 1.71

The LUMO energy is 0.7 eV. The HOMO-LUMO gap is 8.1 eV. For the energy above the lowest of the compared OMol25 structures with the same formula, charge and spin, the calculation gives 248.78 kJ/mol. As for the SMILES: COc1ccccc1N1CCN(C[C@@H](O)c2c(C)[nH]c3ccccc23)CC1.

=====

No. 4
This record from the Open Molecules 2025 dataset describes one molecule with the formula C22H27N3O4. The level of theory is ωB97M-V/def2-TZVPD.

CARTESIAN COORDINATES (ANGSTROEM)
C: 2.00 -0.82 3.36
O: 1.60 0.40 2.78
C: 0.35 0.47 2.21
C: -0.36 -0.66 1.83
C: -1.61 -0.57 1.23
C: -2.19 0.67 1.01
C: -3.57 0.75 0.42
C: -3.73 1.85 -0.65
N: -2.70 1.77 -1.66
C: -2.62 0.74 -2.52
O: -3.46 -0.15 -2.60
C: -1.39 0.78 -3.42
C: -0.15 0.27 -2.69
N: -0.42 -0.95 -1.97
C: 0.63 -1.49 -1.27
C: 0.78 -2.85 -1.02
C: 1.86 -3.34 -0.31
C: 2.00 -4.82 -0.08
C: 2.84 -2.46 0.16
C: 4.05 -2.96 0.89
C: 2.67 -1.09 -0.04
C: 1.58 -0.61 -0.73
N: 1.34 0.77 -0.87
C: 0.41 1.29 -1.68
O: 0.08 2.46 -1.65
C: -1.49 1.80 1.39
C: -0.23 1.73 1.98
O: 0.33 2.94 2.25
C: 1.36 3.07 3.20
H: 1.24 -1.19 4.06
H: 2.92 -0.60 3.90
H: 2.20 -1.58 2.60
H: 0.06 -1.64 1.98
H: -2.12 -1.47 0.94
H: -3.82 -0.21 -0.04
H: -4.30 0.94 1.21
H: -3.70 2.84 -0.21
H: -4.70 1.71 -1.14
H: -1.89 2.37 -1.56
H: -1.59 0.15 -4.28
H: -1.21 1.80 -3.75
H: 0.65 0.12 -3.44
H: -1.07 -1.58 -2.41
H: 0.03 -3.53 -1.40
H: 2.03 -5.03 0.99
H: 1.16 -5.35 -0.52
H: 2.92 -5.19 -0.52
H: 4.64 -3.60 0.24
H: 4.67 -2.14 1.23
H: 3.76 -3.56 1.76
H: 3.39 -0.39 0.35
H: 1.78 1.39 -0.21
H: -1.89 2.79 1.24
H: 2.30 2.64 2.85
H: 1.49 4.14 3.35
H: 1.10 2.60 4.15

The LUMO energy is 0.7 eV. The HOMO-LUMO gap is 8.4 eV. For the energy above the lowest of the compared OMol25 structures with the same formula, charge and spin, the calculation gives 167.86 kJ/mol. As for the SMILES: COc1ccc(CCNC(=O)C[C@@H]2Nc3cc(C)c(C)cc3NC2=O)cc1OC.

=====

No. 5
This record from the Open Molecules 2025 dataset describes one molecule with the formula C22H27N3O4. The level of theory is ωB97M-V/def2-TZVPD.

CARTESIAN COORDINATES (ANGSTROEM)
C: 9.55 0.09 -1.71
C: 9.10 0.51 -0.32
C: 9.85 1.76 0.14
O: 7.70 0.74 -0.38
C: 6.99 0.56 0.82
C: 6.62 -0.91 1.07
C: 5.82 -1.50 -0.10
N: 4.52 -0.89 -0.23
C: 3.38 -1.44 0.22
O: 3.26 -2.54 0.72
C: 2.18 -0.51 0.00
O: 2.31 0.60 -0.48
N: 1.05 -1.11 0.43
N: -0.24 -0.70 0.48
C: -0.60 0.44 0.02
C: -1.99 0.84 0.10
C: -2.38 2.08 -0.41
C: -3.69 2.48 -0.34
C: -4.66 1.66 0.25
O: -5.92 2.16 0.28
C: -6.95 1.41 0.89
C: -7.30 0.14 0.16
C: -7.86 -0.93 0.86
C: -8.21 -2.09 0.20
C: -7.99 -2.20 -1.16
C: -7.44 -1.14 -1.86
C: -7.10 0.02 -1.20
C: -4.28 0.42 0.76
C: -2.96 0.02 0.68
H: 9.04 -0.82 -2.02
H: 10.62 -0.08 -1.73
H: 9.30 0.88 -2.42
H: 9.31 -0.31 0.39
H: 9.51 2.07 1.13
H: 10.92 1.57 0.19
H: 9.66 2.58 -0.55
H: 7.55 0.94 1.68
H: 6.08 1.16 0.72
H: 6.03 -0.97 1.99
H: 7.52 -1.50 1.20
H: 5.65 -2.56 0.07
H: 6.37 -1.34 -1.03
H: 4.44 0.05 -0.60
H: 1.19 -2.05 0.81
H: 0.09 1.15 -0.43
H: -1.64 2.73 -0.86
H: -4.01 3.44 -0.73
H: -7.81 2.09 0.89
H: -6.69 1.20 1.94
H: -8.02 -0.84 1.93
H: -8.64 -2.91 0.75
H: -8.26 -3.11 -1.68
H: -7.28 -1.23 -2.93
H: -6.67 0.85 -1.75
H: -5.00 -0.24 1.20
H: -2.66 -0.94 1.07

The LUMO energy is 0.3 eV. The HOMO-LUMO gap is 8.4 eV. For the energy above the lowest of the compared OMol25 structures with the same formula, charge and spin, the calculation gives 328.98 kJ/mol. As for the SMILES: CC(C)OCCCNC(=O)C(=O)N/N=C/c1ccc(OCc2ccccc2)cc1.

=====

No. 6
This record from the Open Molecules 2025 dataset describes one molecule with the formula C22H27N3O4S. The level of theory is ωB97M-V/def2-TZVPD.

CARTESIAN COORDINATES (ANGSTROEM)
C: -4.88 -2.65 0.91
O: -3.93 -3.02 -0.07
C: -2.92 -2.20 -0.42
C: -2.05 -2.75 -1.37
C: -0.97 -2.04 -1.86
C: -0.75 -0.76 -1.39
S: 0.60 0.23 -1.98
O: 0.12 1.56 -2.26
O: 1.30 -0.47 -3.02
N: 1.54 0.34 -0.58
C: 2.48 1.45 -0.59
C: 3.14 1.53 0.79
N: 3.81 0.30 1.14
C: 5.13 0.07 0.75
C: 5.81 -1.04 1.26
C: 7.14 -1.26 0.95
C: 7.83 -0.38 0.14
C: 7.18 0.73 -0.35
C: 5.84 0.96 -0.06
C: 2.86 -0.80 1.11
C: 2.19 -0.92 -0.27
C: -1.60 -0.20 -0.46
C: -2.69 -0.90 0.04
C: -3.50 -0.16 1.08
O: -3.40 -0.39 2.28
N: -4.28 0.80 0.59
C: -4.47 1.13 -0.82
C: -5.67 2.08 -0.80
C: -5.52 2.80 0.54
C: -5.05 1.68 1.46
H: -4.41 -2.46 1.88
H: -5.55 -3.50 0.99
H: -5.44 -1.77 0.60
H: -2.25 -3.76 -1.71
H: -0.31 -2.45 -2.60
H: 1.91 2.35 -0.82
H: 3.24 1.30 -1.37
H: 3.84 2.36 0.84
H: 2.35 1.69 1.53
H: 5.31 -1.73 1.92
H: 7.64 -2.13 1.35
H: 8.87 -0.55 -0.10
H: 7.70 1.44 -0.99
H: 5.37 1.83 -0.48
H: 3.36 -1.74 1.35
H: 2.09 -0.61 1.86
H: 1.43 -1.70 -0.26
H: 2.95 -1.16 -1.03
H: -1.39 0.80 -0.11
H: -3.59 1.63 -1.22
H: -4.65 0.23 -1.41
H: -6.60 1.51 -0.81
H: -5.67 2.76 -1.65
H: -4.75 3.57 0.46
H: -6.44 3.25 0.88
H: -5.89 1.13 1.89
H: -4.42 2.02 2.28

The LUMO energy is 0.6 eV. The HOMO-LUMO gap is 8.4 eV. For the energy above the lowest of the compared OMol25 structures with the same formula, charge and spin, the calculation gives 221.35 kJ/mol. As for the SMILES: COc1ccc(S(=O)(=O)N2CCN(c3ccccc3)CC2)cc1C(=O)N1CCCC1.

=====

No. 7
This record from the Open Molecules 2025 dataset describes one molecule with the formula C22H27N3O5S. The level of theory is ωB97M-V/def2-TZVPD.

CARTESIAN COORDINATES (ANGSTROEM)
C: -0.32 4.01 -0.28
C: -1.44 4.18 -1.29
O: -2.71 3.79 -0.79
C: -3.05 2.47 -0.74
C: -2.23 1.41 -1.10
C: -2.72 0.11 -1.03
C: -4.01 -0.15 -0.59
N: -4.46 -1.49 -0.52
S: -3.89 -2.39 0.79
O: -3.90 -1.61 1.99
O: -4.64 -3.62 0.76
C: -2.20 -2.68 0.31
C: -1.92 -3.48 -0.78
C: -0.61 -3.59 -1.22
C: 0.40 -2.89 -0.56
C: 1.82 -2.97 -1.06
O: 2.39 -4.02 -1.27
N: 2.38 -1.75 -1.22
C: 3.75 -1.58 -1.61
C: 4.58 -0.90 -0.51
C: 4.11 0.53 -0.21
N: 3.12 0.61 0.84
C: 3.49 0.66 2.23
C: 2.15 0.58 2.97
C: 1.16 1.15 1.96
C: 1.81 0.87 0.62
O: 1.28 0.88 -0.47
C: 0.11 -2.13 0.56
C: -1.20 -2.02 1.00
C: -4.82 0.92 -0.23
C: -4.35 2.21 -0.31
H: -0.60 4.46 0.67
H: -0.10 2.96 -0.11
H: 0.58 4.50 -0.65
H: -1.21 3.64 -2.22
H: -1.57 5.24 -1.53
H: -1.22 1.55 -1.44
H: -2.08 -0.70 -1.33
H: -5.47 -1.57 -0.54
H: -2.73 -3.99 -1.28
H: -0.36 -4.21 -2.07
H: 1.82 -0.91 -1.10
H: 4.15 -2.58 -1.80
H: 3.81 -0.99 -2.53
H: 4.53 -1.50 0.40
H: 5.62 -0.87 -0.84
H: 4.96 1.14 0.11
H: 3.67 0.97 -1.11
H: 4.16 -0.17 2.48
H: 4.02 1.60 2.45
H: 2.17 1.13 3.91
H: 1.91 -0.46 3.20
H: 0.16 0.70 2.02
H: 1.05 2.23 2.06
H: 0.91 -1.64 1.09
H: -1.48 -1.44 1.86
H: -5.83 0.73 0.11
H: -4.98 3.05 -0.04

The LUMO energy is 0.4 eV. The HOMO-LUMO gap is 8.6 eV. For the energy above the lowest of the compared OMol25 structures with the same formula, charge and spin, the calculation gives 95.58 kJ/mol. As for the SMILES: CCOc1ccc(NS(=O)(=O)c2ccc(C(=O)NCCCN3CCCC3=O)cc2)cc1.

=====

No. 8
This record from the Open Molecules 2025 dataset describes one molecule with the formula C22H27N3O5S. The level of theory is ωB97M-V/def2-TZVPD.

CARTESIAN COORDINATES (ANGSTROEM)
C: 3.92 2.37 -0.34
C: 2.75 2.06 -1.24
O: 1.59 2.20 -0.92
N: 3.12 1.59 -2.46
C: 2.21 1.40 -3.56
C: 1.93 -0.08 -3.87
C: 0.80 -0.59 -2.98
O: -0.33 -0.70 -3.38
N: 1.20 -0.85 -1.71
C: 0.39 -1.10 -0.60
C: -0.96 -1.40 -0.69
C: -1.69 -1.57 0.47
S: -3.47 -1.78 0.34
O: -3.77 -2.53 -0.84
O: -3.94 -2.26 1.61
N: -4.12 -0.27 0.14
C: -4.05 0.36 -1.16
C: -2.89 1.35 -1.28
C: -2.93 2.35 -0.13
C: -2.91 1.60 1.20
C: -4.09 0.63 1.26
C: -1.11 -1.51 1.72
C: 0.25 -1.25 1.82
C: 1.00 -1.02 0.67
O: 2.35 -0.79 0.70
C: 2.89 -0.07 1.74
C: 2.23 1.01 2.33
C: 2.86 1.72 3.33
C: 4.14 1.38 3.74
C: 4.79 0.32 3.15
C: 4.17 -0.41 2.15
H: 3.56 2.75 0.61
H: 4.52 1.48 -0.16
H: 4.56 3.12 -0.81
H: 4.11 1.50 -2.66
H: 1.27 1.90 -3.29
H: 2.62 1.88 -4.45
H: 2.84 -0.67 -3.73
H: 1.60 -0.17 -4.90
H: 2.16 -0.65 -1.46
H: -1.44 -1.50 -1.65
H: -3.96 -0.45 -1.89
H: -5.00 0.88 -1.33
H: -1.94 0.82 -1.27
H: -2.97 1.87 -2.24
H: -2.07 3.03 -0.19
H: -3.84 2.95 -0.19
H: -2.97 2.30 2.04
H: -1.97 1.05 1.29
H: -4.05 0.01 2.16
H: -5.03 1.20 1.27
H: -1.72 -1.67 2.59
H: 0.73 -1.21 2.78
H: 1.24 1.29 1.98
H: 2.35 2.56 3.78
H: 4.62 1.95 4.53
H: 5.79 0.05 3.46
H: 4.67 -1.24 1.68

The LUMO energy is 0.4 eV. The HOMO-LUMO gap is 8.9 eV. For the energy above the lowest of the compared OMol25 structures with the same formula, charge and spin, the calculation gives 83.39 kJ/mol. As for the SMILES: CC(=O)NCCC(=O)Nc1cc(S(=O)(=O)N2CCCCC2)ccc1Oc1ccccc1.